(1)
Formula: C35H32MgN6O3S3
Source: the OMol25 dataset
Level of theory: wB97M-V/def2-TZVPD

XYZ file:
```
80
Properties=species:S:1:pos:R:3
S -0.404 -2.544 -2.295
S -1.223 1.449 -1.043
S -2.269 -4.676 -1.524
Mg -0.398 -0.428 0.579
O -2.104 2.412 -0.426
O -2.909 -2.795 -3.099
O -1.696 0.078 -1.057
N -0.534 0.459 2.511
N -2.376 -1.098 1.106
N 1.391 -1.326 -0.193
N 0.161 1.308 -0.268
N -0.151 -2.190 1.817
N 2.128 0.798 1.472
C -1.380 3.369 -4.603
C -0.135 1.340 -4.925
C -1.113 -3.109 1.226
C 4.159 2.628 1.998
C -2.432 -2.419 1.046
C 1.825 -2.419 0.416
C -0.658 2.521 -5.427
C 1.051 3.522 -0.690
C -3.626 -3.103 0.828
C -0.996 1.891 -2.769
C -0.497 -1.837 3.186
C 1.999 -0.937 -1.302
C 0.592 1.382 4.857
C -0.446 1.758 2.745
C -3.479 -0.386 0.924
C -2.726 -1.573 -3.776
C 4.132 1.412 2.621
C 3.461 -2.820 -1.276
C -4.693 -0.974 0.625
C 3.103 4.189 0.388
C 3.087 0.526 2.318
C -1.548 3.058 -3.264
C 3.043 -1.641 -1.876
C -4.766 -2.359 0.573
C 3.149 2.959 1.071
C 0.091 2.270 3.915
C 2.065 4.453 -0.469
C 1.066 2.282 -0.067
C -1.904 -3.280 -2.352
C 2.850 -3.204 -0.096
C 0.443 0.021 4.630
C 2.133 1.987 0.846
C -0.159 -0.399 3.455
C 1.194 -2.721 1.743
C -0.311 1.017 -3.590
H 1.214 -3.802 1.944
H 3.508 -1.288 -2.781
H 4.244 -3.420 -1.714
H -5.555 -0.360 0.421
H -0.513 2.773 -6.468
H -3.645 -4.180 0.814
H 3.885 4.915 0.557
H 0.127 3.336 4.078
H 3.051 -0.443 2.802
H 3.157 -4.105 0.415
H -0.755 -3.400 0.229
H -3.367 0.686 1.004
H 4.939 3.350 2.202
H 1.630 -0.027 -1.750
H 0.404 0.664 -5.569
H -2.115 3.692 -2.600
H -1.810 -1.590 -4.375
H -1.815 4.272 -5.002
H 0.236 3.757 -1.358
H -0.826 2.407 1.968
H -0.017 -2.499 3.922
H -1.580 -1.931 3.312
H -5.696 -2.857 0.344
H -2.668 -0.745 -3.062
H -1.232 -4.030 1.821
H 4.890 1.127 3.334
H 0.785 -0.701 5.356
H -3.594 -1.458 -4.424
H 1.796 -2.211 2.503
H 0.037 0.073 -3.195
H 1.077 1.742 5.753
H 2.021 5.400 -0.990
```

HOMO-LUMO gap, eV: 6.21
2S+1: 1
Total charge: 0
Electronic energy, eV: -89851.5395

---

(2)
Formula: C35H33AsN4OSTi
Source: the OMol25 dataset
Level of theory: wB97M-V/def2-TZVPD

XYZ file:
```
76
Properties=species:S:1:pos:R:3
As -0.723 2.175 -1.829
Ti 0.761 0.588 -0.097
S -1.265 0.742 1.133
O 2.052 1.665 0.446
N 0.608 -5.166 4.423
N 0.913 -1.483 0.921
N -0.237 -6.022 2.508
N 1.569 -0.475 -1.858
C 1.564 -1.727 2.051
C -3.281 3.425 -1.182
C -2.853 0.895 -5.822
C -0.717 -8.307 3.426
C -4.412 3.161 0.913
C -2.259 2.666 -0.645
C 1.084 5.937 -1.307
C -4.416 3.642 -0.404
C 0.292 -4.997 3.111
C 0.656 -3.815 2.393
C 0.418 3.729 -2.014
C 1.636 3.608 -2.723
C -0.679 -9.009 4.621
C 2.567 4.622 -2.680
C -1.576 1.767 -3.494
C 0.151 -6.416 4.731
C 1.712 -0.973 -2.883
C 2.332 5.804 -1.964
C 1.531 -2.833 2.829
C -3.329 0.526 -4.558
C -0.200 -8.465 5.834
C 3.827 3.411 0.901
C -1.718 1.644 -5.922
C -2.307 2.070 0.619
C 2.128 2.997 2.549
C -2.731 0.912 -3.409
C 0.158 4.904 -1.291
C 0.124 -2.512 0.492
C -0.315 -6.999 3.501
C 0.254 -7.147 5.899
C 2.383 2.933 1.060
C -1.105 2.109 -4.736
C -0.095 -3.626 1.232
C -3.462 2.330 1.388
C 1.683 -1.551 -4.211
H 2.237 -2.857 3.605
H -0.484 -2.403 -0.373
H -1.210 1.950 -6.827
H 2.790 2.380 3.197
H 1.752 3.670 0.621
H -0.860 -4.366 0.911
H 4.250 3.258 -0.097
H -0.953 -10.060 4.692
H 1.067 2.785 2.800
H -4.161 -0.178 -4.545
H 2.297 4.030 2.872
H -3.298 0.398 -6.676
H -0.805 5.141 -0.816
H 0.826 -4.398 5.049
H 1.696 -2.680 -4.179
H 3.728 4.465 0.995
H 1.805 2.670 -3.208
H 2.519 -1.199 -4.685
H 3.515 4.406 -3.119
H -0.299 2.786 -4.875
H -5.257 3.489 1.490
H -5.239 4.223 -0.800
H 3.026 6.575 -2.073
H 0.808 -1.148 -4.774
H -3.266 3.767 -2.192
H 0.861 6.828 -0.760
H -3.043 0.580 -2.451
H -0.130 -9.134 6.716
H 2.272 -0.937 2.329
H 0.850 -6.783 6.754
H 4.537 3.031 1.682
H -1.021 -8.755 2.500
H -3.534 1.724 2.287
```

HOMO-LUMO gap (spin up / spin down), eV: 7.59 / 7.43
2S+1: 2
Total charge: +1
Expectation value of S²: 0.75
Relative energy (zero: lowest compared OMol25 entry of this formula, charge and spin), eV: 0.0000
Electronic energy, eV: -139623.8454

---

(3)
Formula: C35H33BaClN4S2Si2
Source: the OMol25 dataset
Level of theory: wB97M-V/def2-TZVPD

XYZ file:
```
78
Properties=species:S:1:pos:R:3
Ba -1.605 0.339 0.314
Cl -3.677 0.735 2.549
S -1.414 -4.886 -0.758
S 1.543 -2.082 4.159
Si -3.179 3.067 2.144
Si -3.224 5.564 1.202
N 1.084 0.479 3.538
N -0.118 -1.197 2.345
N -1.312 -2.425 0.109
N -2.087 -2.652 -2.123
C 1.277 1.462 -0.077
C -1.873 7.174 3.081
C -6.149 6.285 -1.774
C -2.951 2.761 -0.873
C -0.774 -3.232 1.127
C -0.126 -2.597 2.251
C -3.498 2.476 -2.132
C -1.643 -3.144 -0.952
C 1.496 0.058 -0.025
C -0.774 -4.584 0.818
C 0.682 -3.224 3.196
C -3.236 8.398 1.478
C -2.853 7.181 2.066
C 0.846 5.821 0.454
C 0.910 -0.528 -1.182
C -1.283 9.443 2.495
C 0.563 1.752 -1.273
C -4.804 5.853 0.198
C -7.326 6.219 -1.028
C -5.138 2.520 0.149
C -2.426 9.523 1.683
C -0.234 5.976 -0.413
C -4.891 6.109 -1.179
C -5.688 2.307 -1.116
C -0.509 4.577 2.016
C -1.603 4.717 1.134
C -5.995 5.787 0.948
C -3.784 2.825 0.274
C 0.332 0.522 -1.960
C 0.739 -0.794 3.260
C 0.727 5.088 1.638
C -7.244 5.966 0.345
C -1.038 8.281 3.242
C -4.878 2.288 -2.253
C -1.460 5.317 -0.158
H -0.385 -5.352 1.481
H -4.120 8.429 0.828
H -1.809 2.502 1.880
H -5.323 2.105 -3.232
H -5.942 5.573 2.022
H 0.966 -1.580 -1.460
H -0.626 4.082 2.984
H 0.315 2.750 -1.639
H -2.242 -3.308 -2.873
H -3.988 6.179 -1.786
H -2.684 10.459 1.188
H -8.146 5.902 0.952
H -0.589 10.283 2.566
H 0.782 -4.300 3.270
H -0.174 8.208 3.911
H -2.002 -1.659 -2.338
H -0.119 6.510 -1.357
H -1.702 6.251 3.647
H -6.201 6.480 -2.844
H 1.792 0.627 4.231
H -2.128 5.123 -1.009
H -0.140 0.408 -2.937
H 1.817 6.232 0.178
H 1.666 2.201 0.622
H -5.761 2.470 1.048
H 0.678 1.259 3.021
H -3.579 3.134 3.570
H -1.873 3.010 -0.812
H -8.302 6.355 -1.499
H 2.102 -0.465 0.710
H -6.764 2.167 -1.192
H -2.843 2.397 -3.010
H 1.607 4.933 2.262
```

HOMO-LUMO gap, eV: 4.91
2S+1: 1
Total charge: 0
Relative energy (zero: lowest compared OMol25 entry of this formula, charge and spin), eV: 2.4566
Electronic energy, eV: -93430.8922

---

(4)
Formula: C35H33BrEuN6O2S2
Source: the OMol25 dataset
Level of theory: wB97M-V/def2-TZVPD

XYZ file:
```
80
Properties=species:S:1:pos:R:3
Eu -1.095 -1.256 -0.264
Br -4.347 -7.549 -1.713
S -1.612 1.634 0.447
S 1.255 0.437 -0.500
O -1.333 -0.895 -2.226
O -3.350 -0.339 -2.717
N 0.644 -2.534 0.704
N 1.777 2.945 -1.055
N -1.729 -1.526 1.921
N -2.493 -0.433 -1.860
N -0.304 3.895 0.521
N -2.370 -3.413 -0.796
C 0.350 -2.829 1.941
C 2.634 -6.784 0.107
C 1.566 -7.252 -0.635
C 4.184 2.154 0.589
C -3.178 -5.544 -0.045
C 1.911 -3.055 0.184
C -1.315 -2.664 3.860
C -0.292 2.613 0.147
C -2.509 -1.982 4.000
C -2.759 -3.743 -2.033
C -3.569 -5.870 -1.339
C -3.839 4.404 0.299
C -3.238 6.108 -1.795
C -4.832 4.798 -0.581
C 6.071 3.440 1.322
C 6.051 4.141 0.128
C 5.089 3.859 -0.830
C 1.494 4.364 -1.015
C 5.137 2.443 1.549
C 0.880 4.707 0.331
C 2.754 -5.431 0.377
C -4.533 5.642 -1.637
C -2.590 -4.313 0.172
C -1.471 4.482 1.151
C 0.761 -5.005 -0.884
C 3.063 2.563 -1.612
C 4.151 2.862 -0.607
C -2.248 5.723 -0.909
C 0.925 2.082 -0.508
C -3.361 -4.946 -2.355
C -0.831 -2.378 2.569
C 1.816 -4.533 -0.114
C -2.717 -1.300 2.799
C 0.629 -6.360 -1.135
C -2.539 4.866 0.145
H -5.301 5.935 -2.335
H 0.053 -4.290 -1.299
H 3.222 3.139 -2.525
H 2.429 4.910 -1.153
H 3.463 1.370 0.763
H 6.785 4.911 -0.059
H -2.575 -3.019 -2.819
H -3.156 -1.977 4.854
H 6.812 3.669 2.075
H 3.588 -5.075 0.963
H 1.030 -3.444 2.538
H 5.151 1.885 2.474
H -3.543 -0.652 2.544
H -5.843 4.452 -0.434
H -1.246 6.110 -1.039
H 1.469 -8.308 -0.838
H -4.075 3.745 1.120
H -2.271 -4.038 1.171
H -0.197 -6.723 -1.729
H 0.610 5.762 0.365
H -1.897 3.762 1.854
H 5.086 4.412 -1.759
H -3.323 -6.231 0.772
H 2.727 -2.876 0.894
H -3.653 -5.154 -3.372
H 3.377 -7.472 0.482
H -1.143 5.369 1.696
H 0.800 4.621 -1.825
H -3.001 6.790 -2.599
H 3.038 1.498 -1.851
H -0.838 -3.300 4.581
H 2.138 -2.510 -0.742
H 1.597 4.503 1.138
```

HOMO-LUMO gap (spin up / spin down), eV: 6.84 / 4.27
2S+1: 7
Total charge: +1
Expectation value of S²: 12.06
Relative energy (zero: lowest compared OMol25 entry of this formula, charge and spin), eV: 4.1418
Electronic energy, eV: -160898.3515

---

(5)
Formula: C35H33ClN4S2Si2Tc
Source: the OMol25 dataset
Level of theory: wB97M-V/def2-TZVPD

XYZ file:
```
78
Properties=species:S:1:pos:R:3
Tc 1.494 1.665 2.235
Cl 1.242 -2.469 1.810
S 1.804 -0.154 6.561
S 5.823 0.111 1.490
Si 0.145 -2.723 0.047
Si -2.345 0.310 -1.213
N 3.403 0.815 2.166
N -0.296 0.631 5.000
N 3.844 1.011 -0.147
N 1.889 0.714 4.095
C 3.290 -0.252 5.695
C -2.012 -0.998 1.250
C 4.217 0.722 1.094
C 2.514 3.380 2.876
C -1.419 0.377 -3.969
C 5.347 -0.074 3.130
C -1.016 -1.189 0.277
C 2.395 3.393 1.445
C -5.035 -0.799 -0.431
C -6.426 -0.954 -0.580
C 3.184 -1.990 -3.578
C 1.006 3.431 1.119
C -2.719 0.200 1.410
C -7.095 -0.396 -1.681
C 2.679 -3.254 -3.267
C -1.768 -1.865 -3.192
C -6.333 0.352 -2.595
C -0.659 0.016 -0.420
C -0.733 -0.123 -5.091
C -0.500 -1.488 -5.239
C 2.799 -0.922 -2.759
C 3.172 0.286 4.425
C -4.957 0.567 -2.403
C -1.094 -2.363 -4.319
C 4.045 0.351 3.312
C 2.048 -1.149 -1.598
C -1.239 1.322 -0.118
C 0.257 3.393 2.329
C 1.181 3.385 3.425
C 1.746 -3.431 -2.230
C -2.310 1.401 0.823
C 1.406 -2.385 -1.358
C -4.277 0.001 -1.306
C -1.827 -0.481 -2.950
C 1.033 0.524 5.116
H -1.610 1.450 -3.884
H -7.004 -1.518 0.159
H -0.262 -4.090 0.138
H 0.136 -1.867 -6.048
H 4.214 -0.671 6.066
H 3.080 0.097 -3.049
H 3.440 3.443 3.444
H 3.217 3.425 0.735
H 0.141 0.041 -1.153
H -6.824 0.783 -3.471
H 1.259 -4.397 -2.111
H -0.872 0.430 5.816
H 3.003 -4.118 -3.857
H -4.548 -1.337 0.390
H -2.219 -2.577 -2.489
H -8.174 -0.545 -1.828
H 1.936 -0.324 -0.899
H 4.483 0.831 -0.917
H 5.963 -0.463 3.933
H -0.823 3.340 2.417
H -0.725 0.743 4.089
H 0.613 3.442 0.115
H -2.747 2.370 1.051
H -0.983 -3.436 -4.462
H 0.919 3.390 4.481
H -0.334 0.571 -5.824
H 1.040 0.836 0.899
H -3.608 0.230 2.039
H 3.871 -1.846 -4.421
H 2.893 1.304 -0.342
H -4.399 1.177 -3.131
H -2.239 -1.828 1.933
H -0.739 2.215 -0.507
```

HOMO-LUMO gap (spin up / spin down), eV: 6.57 / 6.11
2S+1: 4
Total charge: +2
Expectation value of S²: 3.77
Relative energy (zero: lowest compared OMol25 entry of this formula, charge and spin), eV: 4.4860
Electronic energy, eV: -94920.0945

---

(6)
Formula: C35H33GeIrN3OS2
Source: the OMol25 dataset
Level of theory: wB97M-V/def2-TZVPD

XYZ file:
```
76
Properties=species:S:1:pos:R:3
Ir -0.254 1.399 0.403
Ge -1.056 3.210 -2.414
S 3.171 1.869 0.392
S 0.173 -0.119 3.285
O 0.113 -0.241 1.743
N -1.836 2.446 1.068
N 1.781 4.496 -0.354
N 1.542 2.198 0.064
C 4.910 6.040 0.850
C -2.842 0.990 -2.239
C 3.785 3.509 0.640
C -0.865 5.089 -2.903
C 0.676 6.886 -3.449
C 1.480 1.806 -5.454
C -4.014 3.297 1.365
C 1.809 -0.762 3.761
C -5.225 0.997 -1.931
C 1.597 -1.967 4.690
C 0.133 -1.963 5.145
C -2.817 2.388 -2.268
C -3.071 2.250 1.408
C 0.650 0.881 -2.981
C -4.033 0.299 -2.064
C -1.331 3.754 0.626
C 3.650 5.890 0.293
C -0.378 3.217 -0.496
C -1.909 6.010 -2.945
C -5.220 2.383 -1.983
C -2.383 4.788 0.412
C -1.670 7.348 -3.230
C 5.033 3.668 1.224
C 1.939 0.586 -4.984
C -0.685 -1.569 3.924
C -4.024 3.072 -2.145
C 0.613 2.568 -4.681
C -0.377 7.790 -3.475
C 1.069 3.396 -0.304
C 1.518 0.118 -3.747
C 0.432 5.547 -3.169
C 0.194 2.121 -3.427
C -3.653 4.557 0.830
C 3.095 4.627 0.182
C 5.599 4.931 1.317
H 5.574 2.801 1.584
H 1.682 7.217 -3.673
H 3.096 6.754 -0.057
H 0.258 3.515 -5.069
H -5.029 3.092 1.670
H -3.363 1.241 1.677
H -2.082 5.737 -0.015
H -0.021 -1.245 5.954
H 1.815 -2.887 4.150
H -1.722 -1.311 4.130
H -0.633 -2.315 3.128
H -4.033 -0.784 -2.058
H -0.194 8.831 -3.704
H 1.791 2.166 -6.426
H 6.581 5.045 1.755
H 2.614 -0.008 -5.585
H 5.347 7.025 0.925
H 0.298 0.476 -2.036
H -6.158 0.462 -1.813
H -6.150 2.931 -1.911
H -2.497 8.045 -3.273
H -4.056 4.152 -2.180
H -1.928 0.425 -2.387
H 2.274 -1.919 5.540
H 1.261 4.847 -3.195
H 2.353 0.057 4.227
H 1.857 -0.845 -3.387
H 2.290 -1.013 2.815
H -0.183 -2.936 5.515
H -4.409 5.324 0.729
H -0.685 4.123 1.442
H 1.333 5.322 -0.738
H -2.931 5.696 -2.779
```

HOMO-LUMO gap (spin up / spin down), eV: 5.77 / 5.93
2S+1: 2
Total charge: +2
Expectation value of S²: 1.19
Relative energy (zero: lowest compared OMol25 entry of this formula, charge and spin), eV: 2.6077
Electronic energy, eV: -124355.9800

---

electronic energy of number 1 (C35H32MgN6O3S3)?
-89851.5395 eV

---

Number 6 is which compound?
C35H33GeIrN3OS2